C4H10N2Si in the gas phase. Source: the Open Molecules 2025 dataset; level of theory: ωB97M-V/def2-TZVPD.

Each line ends with the Mulliken charge.
Positions of all 17 atoms, in Å:
C -0.250 -1.442 0.174  -0.164
C -0.998 -0.651 0.946  -0.537
C 1.583 -1.372 -1.540  -0.908
C -1.626 1.739 1.245  -0.876
N 0.651 -0.748 -0.712  0.189
N -0.695 0.737 0.848  0.083
Si 0.724 0.951 -0.372  0.013
H -0.259 -2.511 -0.007  0.348
H -1.551 -0.894 1.867  0.324
H 2.633 -1.177 -1.068  0.307
H 1.485 -2.549 -1.477  0.248
H 1.493 -1.060 -2.566  0.279
H -1.438 2.189 2.304  0.190
H -1.535 2.471 0.452  0.301
H -2.560 1.207 1.102  0.393
H 1.984 1.136 0.329  -0.095
H 0.359 1.974 -1.524  -0.093

Properties
E_HOMO ... -6.917 eV
Structure (SMILES) ... CN1C=CN(C)[SiH2]1

2 unconnected molecules or ions with the total composition C2H5ClNOP. Source: the Open Molecules 2025 dataset; level of theory: ωB97M-V/def2-TZVPD.

Each line ends with the Mulliken charge.
Positions of all 11 atoms, in Å:
C 0.935 -0.051 -0.122  0.294
C 2.100 -0.734 -0.088  -0.838
N -2.055 1.366 -0.815  -0.482
O 0.042 0.096 0.904  -0.377
P -2.229 0.452 0.395  0.313
Cl -2.202 -1.402 -0.227  -0.173
H 0.297 0.325 -0.948  0.314
H 2.458 -0.907 0.944  0.163
H 2.698 -1.128 -0.885  0.279
H -2.216 2.332 -0.843  0.243
H 0.171 -0.349 1.685  0.265

Properties
E_HOMO ... -9.066 eV
Structure (SMILES) ... [H]/N=P/Cl.C=CO

C4H10NPS in the gas phase. Source: the Open Molecules 2025 dataset; level of theory: ωB97M-V/def2-TZVPD.

Each line ends with the Mulliken charge.
Positions of all 17 atoms, in Å:
C -1.262 0.761 0.663  -1.049
C -1.183 0.190 2.066  -0.299
C 0.698 -0.441 -2.645  -0.642
C 1.572 -0.250 0.579  -1.080
N 0.023 0.352 -1.637  -0.256
P 0.367 0.924 -0.210  0.106
S -2.939 0.232 2.598  -0.119
H -1.777 0.060 -0.034  0.410
H -1.911 1.576 0.453  0.592
H -0.835 -0.882 1.853  0.269
H -0.465 0.844 2.707  0.271
H 1.422 0.335 -3.098  0.238
H -0.202 -0.685 -3.271  0.278
H 1.341 -1.371 -2.369  0.237
H 1.881 0.216 1.506  0.337
H 0.956 -1.160 0.813  0.271
H 2.315 -0.701 0.027  0.437

Properties
E_HOMO (spin up / spin down) ... -9.076 / -7.637 eV

2 unconnected molecules or ions with the total composition C5H12OP. Source: the Open Molecules 2025 dataset; level of theory: ωB97M-V/def2-TZVPD.

Each line ends with the Mulliken charge.
Positions of all 19 atoms, in Å:
C 3.471 1.206 -0.420  -0.031
C 0.598 -1.273 0.617  -1.223
C -2.133 -0.442 0.853  -1.335
C -0.895 -0.205 -1.633  -1.231
C 0.089 1.486 0.580  -0.942
O 2.388 0.847 -0.275  -0.289
P -0.455 -0.057 0.106  1.323
H 4.168 1.959 -0.101  0.328
H 1.141 -1.595 -0.252  0.428
H -0.025 -2.123 1.036  0.357
H 1.449 -0.930 1.095  0.465
H -2.047 -0.498 1.894  0.420
H -2.344 -1.477 0.515  0.425
H -2.995 0.187 0.546  0.359
H -0.022 -0.521 -2.221  0.387
H -1.441 0.611 -2.205  0.374
H -1.736 -0.916 -1.653  0.396
H 0.359 1.477 1.563  0.393
H 0.428 2.264 -0.043  0.397

Properties
E_HOMO (spin up / spin down) ... -13.688 / -11.474 eV
Net charge ... +1

A gas-phase ion, C5H13N2O (charge +1). Source: the Open Molecules 2025 dataset; level of theory: ωB97M-V/def2-TZVPD.

Each line ends with the Mulliken charge.
Positions of all 21 atoms, in Å:
C -2.101 1.017 -0.144  -0.734
O -2.710 0.797 -1.402  -0.527
C -0.811 0.191 -0.170  -0.030
C 0.012 0.263 1.100  -0.653
C 1.008 -0.884 1.253  -0.779
C 2.986 -1.441 0.127  -0.327
N 1.820 -0.962 0.018  -0.213
N -0.113 0.550 -1.465  -0.226
H -2.739 0.725 0.722  0.417
H -1.731 2.047 0.001  0.344
H -3.639 1.018 -1.281  0.344
H -1.148 -0.852 -0.320  0.317
H 0.548 1.228 1.175  0.318
H -0.776 0.198 1.878  0.296
H 1.669 -0.767 2.119  0.484
H 0.461 -1.831 1.420  0.346
H 3.570 -1.568 -0.803  0.247
H 3.396 -1.780 1.067  0.255
H 0.512 1.350 -1.263  0.390
H 0.515 -0.176 -1.823  0.358
H -0.727 0.878 -2.210  0.372

Properties
E_HOMO ... -13.930 eV
Structure (SMILES) ... C=NCC[C@H]([NH3+])CO
Net charge ... +1

A molecular structure, C5H12As2Cl6F12Ni2O10P2Y2. Source: the Open Molecules 2025 dataset; level of theory: ωB97M-V/def2-TZVPD.

Each line ends with the Mulliken charge.
Positions of all 53 atoms, in Å:
Y 2.617 -9.455 -2.672  1.534
Y 6.094 -10.958 -4.486  1.096
Ni 0.765 -9.863 -5.510  0.813
Ni 5.306 -7.477 -3.986  0.588
C -0.856 -8.495 -3.586  -0.858
O 0.465 -8.945 -3.715  -0.442
H -1.268 -8.180 -4.561  0.248
H -0.923 -7.615 -2.937  0.226
H -1.521 -9.276 -3.196  0.267
C 8.001 -8.105 -5.196  -0.880
O 6.750 -8.652 -4.850  -0.387
H 8.443 -7.545 -4.362  0.289
H 8.728 -8.889 -5.444  0.230
H 7.942 -7.429 -6.055  0.277
P 3.334 -9.435 -5.648  1.153
O 2.192 -9.202 -6.669  -1.171
O 3.634 -8.358 -4.567  0.696
O 4.555 -10.325 -5.907  -0.346
O 2.469 -10.331 -4.691  -0.091
P 5.210 -9.959 -1.818  0.543
O 6.460 -10.842 -2.294  -0.773
O 3.918 -10.305 -1.017  -0.625
O 4.495 -10.540 -3.118  -0.419
O 5.021 -8.572 -2.448  -0.301
As 0.535 -12.794 -3.404  2.091
F -0.152 -14.054 -4.314  -0.497
F 0.270 -11.724 -4.817  -0.573
F 1.287 -11.395 -2.588  -0.614
F 0.773 -13.759 -2.033  -0.496
F 2.081 -13.182 -4.010  -0.410
F -0.961 -12.270 -2.825  -0.487
As 2.911 -5.622 -1.944  2.212
F 1.608 -5.396 -2.988  -0.462
F 2.393 -7.352 -1.847  -0.512
F 4.241 -6.017 -0.956  -0.476
F 3.461 -4.039 -2.179  -0.487
F 1.975 -5.244 -0.594  -0.479
F 3.918 -6.139 -3.349  -0.531
C 3.997 -10.257 -9.277  0.325
Cl 4.266 -8.576 -9.752  -0.159
Cl 4.257 -11.395 -10.605  -0.190
H 4.676 -10.514 -8.473  -0.127
H 2.971 -10.327 -8.939  0.126
C 4.110 -14.352 -6.643  -0.273
Cl 4.957 -13.312 -5.457  -0.118
Cl 4.836 -14.220 -8.239  -0.117
H 4.131 -15.370 -6.278  0.407
H 3.100 -13.966 -6.702  0.161
C 2.509 -6.144 -7.498  -0.185
Cl 1.603 -5.643 -6.072  -0.114
Cl 4.209 -6.422 -7.133  -0.174
H 2.079 -7.082 -7.827  0.043
H 2.426 -5.404 -8.285  0.450

Properties
E_HOMO (spin up / spin down) ... -9.747 / -9.647 eV
Spin multiplicity ... 5

A molecular structure, C33H35N7O7S2Ta. Source: the Open Molecules 2025 dataset; level of theory: ωB97M-V/def2-TZVPD.

Each line ends with the Mulliken charge.
Positions of all 85 atoms, in Å:
Ta -0.242 -0.065 0.763  1.859
C -4.327 -0.886 7.835  -1.475
C -3.284 -0.711 6.773  0.793
C -1.928 -0.646 7.104  -0.910
C -0.961 -0.500 6.128  -0.585
C -1.375 -0.419 4.800  0.050
C -2.721 -0.479 4.430  -0.398
C -3.661 -0.623 5.423  -0.904
S -0.185 -0.263 3.582  1.747
O 1.134 -0.197 4.112  -0.754
O -0.542 0.875 2.636  -0.612
N -0.356 -1.365 2.399  0.353
C 0.259 -2.634 2.441  0.112
C 0.232 -3.537 3.465  -0.349
C 0.934 -4.754 3.336  -1.046
C 1.654 -5.029 2.208  -0.852
C 1.717 -4.083 1.154  0.470
C 2.501 -4.244 -0.003  -0.647
C 2.553 -3.227 -0.924  -1.128
C 1.807 -2.070 -0.723  -0.034
N 1.020 -1.877 0.338  0.629
C 1.002 -2.882 1.285  0.341
H -3.909 -0.773 8.832  0.387
H -4.771 -1.882 7.762  0.343
H -5.136 -0.166 7.709  0.384
H -1.628 -0.706 8.142  0.406
H 0.089 -0.447 6.382  0.572
H -3.017 -0.406 3.390  0.395
H -4.712 -0.669 5.163  0.488
H -0.335 -3.332 4.366  0.580
H 0.900 -5.471 4.145  0.448
H 2.199 -5.959 2.112  0.481
H 3.069 -5.156 -0.146  0.510
H 3.162 -3.301 -1.813  0.483
H 1.843 -1.282 -1.457  0.665
C 2.293 4.223 1.961  -0.967
O 1.559 3.035 1.550  -0.157
C 2.184 1.996 1.088  0.430
O 1.474 0.986 0.780  -0.144
N 3.493 1.975 0.941  0.000
N 4.114 0.824 0.445  -0.598
H 1.539 4.916 2.316  0.269
H 2.813 4.655 1.107  0.409
H 2.975 3.978 2.774  0.401
H 4.046 2.778 1.211  0.197
H 4.732 0.444 1.154  0.276
H 4.661 1.069 -0.373  0.281
N -1.332 -2.296 -1.871  -0.372
N -1.763 -1.302 -2.747  -0.179
C -1.243 -0.084 -2.761  0.562
N -1.724 0.804 -3.612  -0.252
S 0.090 0.437 -1.770  -0.495
H -1.074 -3.116 -2.410  0.309
H -2.103 -2.539 -1.257  0.233
H -2.600 -1.470 -3.294  0.235
H -2.437 0.573 -4.289  0.265
H -1.461 1.776 -3.520  0.130
O -1.113 1.973 0.484  -0.337
C -2.529 2.040 0.069  4.411
C -2.854 0.599 -0.345  -1.687
O -3.681 0.277 -1.130  -0.456
O -2.080 -0.322 0.317  -0.646
C -3.366 2.440 1.272  -0.061
C -3.123 3.693 1.833  -0.461
C -3.839 4.109 2.943  -1.116
C -4.822 3.287 3.482  -0.700
C -5.082 2.051 2.911  -0.822
C -4.350 1.620 1.811  -0.375
C -2.684 2.987 -1.106  -0.124
C -3.971 3.252 -1.565  -0.627
C -4.161 4.064 -2.673  -0.859
C -3.069 4.629 -3.319  -0.625
C -1.786 4.385 -2.848  -0.814
C -1.590 3.561 -1.745  -0.462
H -0.998 2.547 1.259  0.381
H -2.406 4.368 1.372  0.485
H -3.654 5.086 3.370  0.491
H -5.401 3.624 4.332  0.486
H -5.868 1.423 3.308  0.572
H -4.582 0.657 1.367  0.644
H -4.828 2.824 -1.060  0.434
H -5.164 4.265 -3.023  0.468
H -3.219 5.276 -4.173  0.474
H -0.936 4.854 -3.327  0.474
H -0.587 3.384 -1.382  0.217

Properties
E_HOMO ... -16.005 eV
Net charge ... +3

Summary of total energy in eV
-15166.64383 -27502.35488 -25920.18920 -16704.84641 -10416.53971 -358046.21984 -82754.95368
(order as listed above)
Summary of F_max in eV/A
4.132 3.562 3.962 5.208 2.188 6.675 0.526
(order as listed above)